Formula: C17H22N3O4Re
Source: OMol25
Level of theory: ωB97M-V/def2-TZVPD

## Properties
Total charge: +1
E_tot (eV): -32765.7740
2S+1: 2
Gap between HOMO and LUMO (alpha / beta) (eV): 7.08 / 6.77
LUMO level (alpha / beta) (eV): -3.4 / -3.4

Geometry as XYZ:
```
47
Properties=species:S:1:pos:R:3:forces:R:3:mulliken_spin:R:1
C -0.414681 0.508848 -2.884816 -0.1 0.1 0.2 -0.017
N -2.391392 -0.030198 0.222596 -0.8 -0.2 -0.2 -0.005
C 2.794946 -1.285233 1.857851 0.0 0.2 0.0 0.085
H 1.845602 -1.754646 1.590172 0.0 -0.1 -0.1 -0.016
C -4.834102 -0.169052 0.083855 0.0 -0.1 0.0 -0.002
O -1.058294 -1.648886 0.451060 0.2 -0.4 0.0 -0.003
H -7.094233 2.349760 0.010978 0.0 0.0 -0.1 0.000
C 2.597065 -0.414275 3.103300 -0.1 -0.1 0.0 -0.011
O 0.542418 0.382505 2.122750 0.1 -0.3 0.2 -0.006
H -1.397391 0.866506 -2.561226 0.0 0.0 0.0 0.000
O -1.302012 0.741043 0.239227 0.2 0.4 -0.1 -0.001
H -6.964280 -0.119333 0.001050 0.0 0.0 0.0 0.000
N -2.281700 -1.272832 0.362563 -0.2 0.2 0.4 0.028
H 5.346984 -0.581226 1.412970 0.0 0.0 0.0 0.001
Re 0.399209 -0.311379 -0.096737 -0.5 0.6 -0.6 1.103
C 3.350672 -0.539605 0.675661 0.0 0.0 -0.1 -0.074
H -0.485424 0.191364 -3.924874 0.0 0.0 0.1 0.006
H 0.265523 1.356770 -2.802045 0.0 0.0 0.0 -0.004
H 3.561141 -0.046202 3.461158 0.0 0.0 0.0 0.000
H 3.488503 -2.090682 2.102510 0.0 0.0 0.0 0.000
C -0.015166 -0.630881 -1.977046 0.3 -0.4 0.2 -0.042
C -3.728450 1.986617 0.083446 0.0 0.1 0.0 -0.001
C -3.683932 0.605340 0.122732 0.2 0.0 0.1 0.002
C 1.702362 0.785536 2.870924 0.1 0.1 0.0 0.004
C 5.231769 0.353169 -0.519797 0.0 0.0 0.0 -0.002
C 0.145861 -3.027887 -2.063763 0.0 -0.1 0.0 0.002
H -5.017939 3.691611 0.004226 0.0 0.0 0.0 0.000
O -0.127882 -1.757765 -2.672309 0.0 0.1 0.1 -0.004
H 0.366825 -2.920750 -1.006150 0.0 0.0 0.0 0.003
H -2.814237 2.560298 0.094272 0.0 0.0 0.0 -0.001
H 2.169326 -1.041953 3.885520 0.0 0.0 0.0 -0.002
H -0.170341 1.025160 2.224973 0.0 0.0 -0.1 0.002
H 2.348983 0.601043 -2.236564 0.0 0.0 0.0 -0.008
C 4.707535 -0.273802 0.596223 0.0 0.0 0.0 0.002
C -4.967246 2.611696 0.033661 0.0 0.0 0.0 0.001
H 4.745008 1.123474 -2.478651 0.0 0.0 0.0 0.000
H 1.380823 1.192087 3.829287 0.0 0.0 0.0 -0.001
H -4.763694 -1.246771 0.097839 0.0 0.0 0.0 -0.001
H 0.986913 -3.473168 -2.591285 0.0 0.0 0.0 0.000
C -6.130521 1.859328 0.022553 0.0 0.0 0.0 -0.001
H 6.289752 0.570343 -0.583275 0.0 0.0 0.0 0.000
C -6.058832 0.470951 0.034478 0.0 0.0 0.0 0.001
H -0.738147 -3.647093 -2.189789 0.0 0.0 0.0 0.000
C 4.381279 0.673556 -1.566562 0.0 0.0 0.0 0.004
C 3.042844 0.381541 -1.439273 0.0 0.1 0.1 -0.017
N 2.515119 -0.177161 -0.329470 0.5 -0.3 0.1 -0.025
H 2.233428 1.572244 2.325803 0.0 0.0 -0.1 0.000
```
Forces are in eV/Å.


Formula: C4H10O2
Source: OMol25
Level of theory: ωB97M-V/def2-TZVPD

## Properties
Total charge: 0
E_tot (eV): -8404.9811
2S+1: 1
Gap between HOMO and LUMO (eV): 11.89
SMILES: O=CO.CCC
LUMO level (eV): 0.8

Geometry as XYZ:
```
16
Properties=species:S:1:pos:R:3:forces:R:3:mulliken_charge:R:1
C -0.042500 0.115913 -2.249115 0.4 -0.6 -0.2 -1.113
H -1.862707 -0.652520 -1.555644 -0.1 -0.3 0.2 0.300
C -0.933680 -0.309077 -1.095480 -1.0 -0.3 0.1 -0.096
O 0.397268 1.517378 3.502197 0.5 -0.5 0.3 -0.451
H 0.608944 -0.889421 0.173627 -0.1 -0.2 0.4 0.208
H -1.245701 0.548892 -0.490387 0.2 0.1 -0.1 0.213
C -0.303864 -1.366735 -0.202438 1.4 0.0 -0.6 -1.107
H -0.652647 0.560918 -3.025069 0.1 0.7 0.0 0.325
C 0.764229 0.920719 2.344806 -0.1 1.1 0.1 0.337
H 0.413183 -0.740207 -2.764691 -0.1 -0.2 0.3 0.294
H 1.048809 2.209009 3.706470 -0.4 0.2 -0.3 0.353
H 0.355811 -0.077806 2.289665 -0.3 -0.4 -0.1 0.245
H 0.088813 -2.195100 -0.803151 -0.2 0.0 -0.1 0.340
O 1.415670 1.463243 1.501830 0.2 -0.3 0.0 -0.490
H 0.800573 0.728836 -1.942657 -0.1 0.4 0.0 0.304
H -0.852200 -1.834041 0.610038 -0.4 0.4 0.1 0.339
```
Forces are in eV/Å.


Formula: H4N2O3P
Source: OMol25
Level of theory: ωB97M-V/def2-TZVPD

## Properties
Total charge: -1
E_tot (eV): -18478.6140
2S+1: 1
Gap between HOMO and LUMO (eV): 8.94
SMILES: N[P@@](=O)([O-])NO
LUMO level (eV): 4.4

Geometry as XYZ:
```
10
Properties=species:S:1:pos:R:3:forces:R:3:mulliken_charge:R:1
O -1.982555 -0.716538 0.207772 0.7 1.0 0.0 -0.738
N 0.506926 -0.750071 0.922080 -1.3 -3.2 1.6 -0.352
H -0.794740 1.681901 -0.857796 0.3 1.1 -0.5 0.255
H 0.299675 -1.786402 1.140441 0.5 2.0 -0.4 0.243
P -0.626309 -0.281558 -0.270958 0.2 -0.8 -1.0 0.715
O 1.792134 -0.728442 0.326920 0.0 1.8 -1.4 -0.395
H 1.521948 -0.020006 -0.348280 1.8 -1.2 0.5 0.406
O -0.150979 -0.648809 -1.668264 -0.6 0.4 1.2 -0.721
N -0.093801 1.418670 -0.167449 -2.2 -0.6 0.6 -0.657
H -0.472299 1.831254 0.715533 0.5 -0.5 -0.7 0.243
```
Forces are in eV/Å.


Formula: C25H29BCuN3O5Si
Source: OMol25
Level of theory: ωB97M-V/def2-TZVPD

## Properties
Total charge: -1
E_tot (eV): -94301.5673
2S+1: 2
Gap between HOMO and LUMO (alpha / beta) (eV): 6.15 / 7.36
LUMO level (alpha / beta) (eV): 2.4 / 2.4

Geometry as XYZ:
```
65
Properties=species:S:1:pos:R:3:forces:R:3:mulliken_spin:R:1
H 0.028701 -1.004255 -9.361902 0.0 0.0 0.0 0.000
H -2.508224 -0.594500 -5.527981 0.0 0.0 0.0 0.000
O -1.204327 0.031145 -3.126032 0.1 0.0 0.2 -0.019
H 3.019549 2.006339 -2.011935 -0.1 0.0 0.0 0.000
C 0.285671 0.588940 4.172299 0.0 -0.1 -0.1 0.001
H 2.036307 -1.760258 -8.068661 0.0 0.0 0.0 0.000
H 2.433094 1.764571 -9.304391 0.0 0.0 0.0 0.000
C -1.473513 -0.281496 -5.563431 0.0 0.0 0.0 -0.001
C 4.590788 -0.477441 0.659168 0.0 0.0 0.0 0.006
C -2.705387 -3.902339 0.752301 0.0 0.0 0.0 -0.001
H -1.314685 -0.443492 -7.683399 0.0 0.0 0.0 0.000
H -2.824918 -4.251564 -1.358080 0.0 0.0 0.0 0.000
C -0.781585 -0.189169 -6.778332 0.0 0.0 0.0 -0.001
H 3.797350 2.335178 -0.459489 0.0 0.0 0.0 0.000
H -0.610268 -0.640462 5.677583 0.0 0.0 0.0 0.000
C -1.850246 -2.474710 4.080165 0.0 0.1 -0.1 0.000
C 3.786218 -1.276726 -2.131490 0.0 0.0 0.0 -0.002
Si 3.348922 -0.102106 -0.720461 -0.1 0.0 0.0 0.013
H 4.436632 -1.478702 1.066419 0.0 0.0 0.0 0.001
C 0.425832 0.011895 -9.378667 0.0 0.0 0.0 0.000
H 3.117136 -0.594510 -7.309451 0.0 0.0 0.0 0.000
H 2.659286 1.903482 -7.560731 0.0 0.0 0.0 0.000
H -2.016410 -2.644227 5.137347 0.0 0.0 0.0 0.000
B -0.096261 0.442562 -2.317663 0.1 -0.1 0.1 0.246
C 1.927744 1.686888 -8.338591 0.0 0.0 0.0 0.000
H 0.748900 1.285051 4.857160 0.0 0.0 0.0 0.001
H 4.743688 1.660725 -1.792094 0.0 0.0 0.0 0.000
H 3.034151 -0.694554 -9.073065 0.0 0.0 0.0 0.000
H -3.339176 -4.735119 1.033952 0.0 0.0 0.0 0.000
H -0.413935 0.707119 -9.425618 0.0 0.0 0.0 0.000
H -3.019176 -4.125248 3.450457 0.0 0.0 0.0 0.000
O 1.854024 -0.285113 -0.208373 0.1 0.0 0.3 0.058
O -2.930456 0.513913 0.452542 -0.2 -0.2 0.0 0.011
C -1.038280 -1.351043 3.687827 -0.1 -0.1 0.2 -0.003
C -2.397534 -3.288465 3.154522 0.0 0.1 -0.1 0.000
C 0.429396 0.767845 2.787971 0.0 0.0 0.0 0.005
H 0.991598 1.604549 2.390204 0.0 0.0 0.0 -0.003
N -1.080799 -1.761439 0.047416 -0.1 0.0 0.0 0.016
Cu 0.031571 0.358990 -0.251228 0.0 -0.1 -0.6 0.502
C 0.537759 0.451846 -4.473369 0.0 0.0 -0.1 0.008
O -1.326568 1.831760 0.103058 0.2 0.4 -0.1 0.076
C -0.814966 -1.100943 2.330117 0.0 0.1 -0.1 -0.003
H 4.791800 -1.089306 -2.517687 0.0 0.0 0.0 0.000
N -2.567357 1.672321 0.308513 0.0 0.0 0.1 0.010
C -0.788144 0.041992 -4.419500 0.0 0.0 -0.1 0.019
C -1.592822 -2.548173 -0.867589 0.0 0.0 0.0 -0.002
C 1.317691 0.288937 -8.168271 0.0 0.0 0.0 0.000
H 3.741844 -2.314128 -1.790533 0.0 0.0 0.0 0.001
C -0.459444 -0.471289 4.617621 0.0 0.0 0.0 -0.002
O 0.980133 0.710819 -3.218496 -0.1 0.0 0.2 0.040
C 1.222874 0.543276 -5.659532 0.0 0.0 0.0 0.000
C 2.445764 -0.752183 -8.153433 0.0 0.0 0.0 0.000
C 3.764021 1.642181 -1.304322 0.1 0.0 0.0 -0.003
H 2.258494 0.855633 -5.656822 0.0 0.0 0.0 0.000
H 1.009490 0.126289 -10.294671 0.0 0.0 0.0 0.000
H 3.076329 -1.163593 -2.954039 0.0 0.0 0.0 0.001
N -0.104006 -0.042012 1.902174 0.0 0.0 0.1 0.020
C -2.166711 -3.071716 1.749669 0.0 -0.1 0.2 0.004
H -1.351420 -2.301048 -1.895412 0.0 0.0 0.0 0.004
C -2.423352 -3.639989 -0.561842 0.0 0.0 0.0 0.002
C -1.368040 -2.001266 1.336082 0.1 0.1 0.0 -0.006
H 1.153736 2.454696 -8.291444 0.0 0.0 0.0 0.000
H 5.621226 -0.412612 0.298004 0.0 0.0 0.0 0.000
H 4.478127 0.237691 1.477937 0.0 0.0 0.0 0.001
C 0.548663 0.214366 -6.847780 0.0 0.0 0.0 0.000
```
Forces are in eV/Å.


Formula: C12H36FKO6
Source: OMol25
Level of theory: ωB97M-V/def2-TZVPD

## Properties
Total charge: 0
E_tot (eV): -44356.3718
2S+1: 1
Gap between HOMO and LUMO (eV): 9.06
LUMO level (eV): -0.4

Geometry as XYZ:
```
56
Properties=species:S:1:pos:R:3:forces:R:3:mulliken_charge:R:1
H -12.041838 31.118192 -3.085035 -0.1 0.1 0.1 0.343
H -16.287730 32.151373 -5.725114 0.1 -0.2 0.1 0.250
C -18.007667 30.363559 -2.562995 0.0 0.4 0.4 -0.050
K -18.833338 32.994475 -6.072047 0.2 -0.1 0.2 1.078
H -13.974729 30.824262 -4.842692 0.6 0.1 -0.1 0.245
H -18.110684 36.394491 -3.127279 -0.1 0.4 0.0 0.131
H -14.323096 36.039719 -6.607513 -0.5 0.1 -0.2 0.471
H -17.481618 35.725451 0.481260 -0.2 -0.5 0.5 0.350
O -14.637707 31.818230 -3.198879 0.4 0.3 -0.4 -0.579
H -15.168558 33.060613 -7.359164 0.2 -0.1 -0.2 0.006
H -16.431403 34.845568 -5.129882 0.0 -0.3 -0.1 0.197
H -18.126673 31.978444 -3.654423 0.4 0.0 0.2 0.291
H -20.565521 37.058681 -2.620569 0.0 -0.6 0.0 0.335
H -15.740341 30.445150 -8.861472 0.5 0.0 0.0 0.337
C -12.282647 31.854876 -3.853407 0.1 -0.7 -0.2 -1.327
C -13.711798 31.744953 -4.301818 -1.3 0.4 0.5 1.112
H -19.548170 31.025055 -1.219387 -0.1 0.0 0.0 0.302
H -18.335544 36.029102 -0.900295 -0.3 -0.6 -0.6 0.178
C -20.136810 37.119762 -3.619112 0.3 1.1 -0.1 -1.425
H -11.661606 31.598051 -4.717613 0.2 0.4 0.1 0.357
C -14.521663 36.364920 -4.498525 0.3 -0.7 -0.5 -1.093
H -14.986300 35.918220 -3.618332 0.0 -0.1 0.0 0.236
F -16.843545 33.333230 -4.122231 -0.5 0.0 -0.3 -0.330
H -13.447025 36.446731 -4.315890 -0.1 0.2 0.1 0.387
C -15.292625 31.971657 -7.404615 -0.7 0.5 0.2 0.451
H -19.685636 29.305621 -1.657532 -0.1 0.0 0.0 0.344
C -14.742556 35.501439 -5.753567 0.2 0.9 0.4 0.036
H -17.122532 30.893347 -2.197877 -0.1 0.0 0.1 0.136
C -17.543658 33.948945 -0.756366 -0.9 -0.2 -1.0 0.171
C -18.173610 35.206392 -0.194727 0.8 1.0 0.2 -1.181
H -18.434136 29.856930 -0.516335 -0.1 -0.2 0.0 0.341
H -14.940025 31.942394 -9.518827 0.1 -0.3 0.0 0.373
H -19.887076 38.183242 -3.728318 0.1 -0.1 0.0 0.392
H -14.361492 31.509501 -7.067553 -0.1 -0.1 0.1 0.167
H -16.570632 33.860964 -2.433381 0.2 0.1 0.2 0.191
O -18.646704 31.169076 -3.562226 -0.1 0.0 -0.5 -0.549
H -15.341241 32.409201 -3.515020 -0.1 -0.2 0.4 0.141
C -18.992604 30.111510 -1.420829 0.6 -0.1 -0.1 -1.209
C -15.645641 31.531051 -8.795009 -0.5 -0.2 -0.4 -1.388
O -16.407151 31.646772 -6.548721 0.3 0.2 0.2 -0.570
O -16.381173 34.177616 -1.531794 -0.1 0.2 0.2 -0.528
H -18.296912 33.486000 -1.414183 0.0 0.0 0.1 0.021
H -17.618800 29.438478 -2.996122 -0.3 0.0 -0.1 0.357
H -14.960581 37.343533 -4.678723 0.1 0.1 0.1 0.276
H -19.124858 34.968724 0.278937 0.1 0.1 0.2 0.338
H -18.333337 34.497762 -4.066750 0.0 -0.3 0.4 0.090
H -20.880532 36.940518 -4.395777 -0.1 -0.3 0.2 0.346
O -19.203560 34.932368 -4.058867 0.3 0.1 -0.2 -0.574
H -17.380510 33.211187 0.034999 0.3 0.2 0.1 0.351
H -18.479114 36.679824 -4.864141 0.2 0.1 0.3 0.245
C -18.880785 36.336822 -3.901825 -0.3 -0.7 -0.4 0.248
H -13.926974 32.617554 -4.937184 0.1 -0.3 -0.2 -0.756
H -12.085294 32.857685 -3.482053 0.2 0.0 0.0 0.283
H -16.640666 31.868482 -9.101756 0.1 0.4 0.2 0.297
O -16.141786 35.306061 -5.936745 0.2 -0.3 -0.2 -0.530
H -14.149406 34.581155 -5.751065 -0.4 -0.3 0.4 -0.109
```
Forces are in eV/Å.


Formula: CHFI2S
Source: OMol25
Level of theory: ωB97M-V/def2-TZVPD

## Properties
Total charge: 0
E_tot (eV): -30805.1284
2S+1: 1
Gap between HOMO and LUMO (eV): 7.68
LUMO level (eV): -0.9

Geometry as XYZ:
```
6
Properties=species:S:1:pos:R:3:forces:R:3:mulliken_charge:R:1
S -0.452174 2.050195 -0.196645 0.6 -1.7 -1.6 -0.234
I -2.552592 1.062192 0.051346 -0.4 0.3 0.3 0.088
F 0.048794 0.761232 -2.955333 0.8 0.4 -0.3 -0.141
C 0.404721 0.367968 -1.767280 -2.9 0.3 2.6 -0.357
I -0.474429 -1.478585 -1.278018 0.6 0.4 -0.2 0.193
H 1.332525 0.519815 -1.284954 1.3 0.3 -0.7 0.451
```
Forces are in eV/Å.


Which formula does entry 1 have?
C17H22N3O4Re


The highest total charge belongs to which entry?
C17H22N3O4Re